Computed, not measured: a molecular structure, C7H12GdO3 in a non-equilibrium geometry, with wB97M-V/def2-TZVPD.

```
23
C7H12GdO3 wB97M-V/def2-TZVPD
Gd 6.449 -1.526 -1.819
O 3.686 -1.212 -1.491
O 2.699 -1.165 0.537
O 4.890 -1.385 0.339
C 1.437 -0.970 -0.096
C -1.002 -0.987 0.520
C -2.837 2.019 -1.192
C 3.776 -1.270 -0.236
C -2.292 2.765 -0.212
C -2.065 -0.281 1.065
C 0.383 -0.939 0.998
H 1.447 -0.023 -0.651
H -3.922 1.946 -1.303
H -2.266 1.770 -2.090
H -2.223 0.904 0.215
H -2.924 3.311 0.493
H -3.050 -0.750 0.974
H -1.210 -1.649 -0.330
H 0.434 -1.894 1.571
H -1.933 0.127 2.072
H 1.246 -1.789 -0.802
H -1.264 3.127 -0.288
H 0.541 -0.130 1.724
```

Computed properties:
**Molecular weight**: 301.4 g/mol
**Energy**: -1264.48088 a.u.
**HOMO level (spin up / spin down)**: -13.119 / -15.521 eV
**Net charge**: +2
**Expectation value of S²**: 21.0419
**Multiplicity**: 9
**Gap between HOMO and LUMO (spin up / spin down)**: 4.989 / 4.970 eV

***

Computed, not measured: CH3FOS2 in the gas phase in a non-equilibrium geometry, with wB97M-V/def2-TZVPD.

```
8
CH3FOS2 wB97M-V/def2-TZVPD
S 0.198 -0.728 -0.406
S -0.546 -0.985 -2.196
F 1.856 -0.522 -0.389
O 0.027 -1.876 0.546
C -0.334 0.765 0.482
H -1.318 0.935 0.994
H -0.276 1.533 -0.228
H 0.393 0.878 1.197
```

Computed properties:
**Molecular weight**: 114.2 g/mol
**Energy**: -1011.18372 a.u.
**HOMO level (spin up / spin down)**: -6.380 / -10.795 eV
**Expectation value of S²**: 2.0069
**Multiplicity**: 3
**Gap between HOMO and LUMO (spin up / spin down)**: 6.964 / 7.057 eV

***

Computed, not measured: C5H7NO in the gas phase, with wB97M-V/def2-TZVPD.

```
14
C5H7NO wB97M-V/def2-TZVPD
O -2.220 0.069 0.225
N 0.862 -1.201 -1.180
C -0.229 -0.567 -0.543
C -1.573 -0.745 -0.648
C 1.332 0.910 0.885
C -1.271 0.787 0.881
C -0.028 0.445 0.461
H 2.080 0.303 0.362
H 0.694 -2.165 -1.422
H 1.494 0.785 1.962
H -2.205 -1.384 -1.248
H 1.196 -0.686 -1.986
H -1.643 1.486 1.619
H 1.510 1.962 0.630
```

Computed properties:
**Molecular weight**: 97.1 g/mol
**Energy**: -324.69097 a.u.
**HOMO level**: -8.391 eV
**SMILES**: Cc1cocc1N
**Multiplicity**: 1
**Gap between HOMO and LUMO**: 9.401 eV

***

Computed, not measured: C4H7NO in the gas phase, with wB97M-V/def2-TZVPD.

```
13
C4H7NO wB97M-V/def2-TZVPD
O 1.734 0.975 0.004
N 0.899 -1.105 -0.357
C -0.243 -0.155 -0.404
C 0.325 1.082 0.276
C 1.914 -0.360 -0.199
C -1.570 -0.633 0.176
H -1.680 -0.364 1.235
H 0.185 1.054 1.368
H -2.417 -0.187 -0.360
H -1.645 -1.717 0.087
H -0.380 0.067 -1.473
H -0.083 2.007 -0.131
H 2.960 -0.662 -0.222
```

Computed properties:
**Molecular weight**: 85.1 g/mol
**Energy**: -286.58938 a.u.
**HOMO level**: -9.679 eV
**SMILES**: C[C@H]1COC=N1
**Multiplicity**: 1
**Gap between HOMO and LUMO**: 10.744 eV